No. 1
Here is a structure of composition CH4I2OSi at a distorted geometry from the Open Molecules 2025 dataset. Energies are from ωB97M-V with the def2-TZVPD basis set.

Geometry (Å):
1 C -1.1445 -0.1615 0.6557
2 O -0.0021 -0.5796 0.1099
3 Si 1.4316 0.0105 -0.4957
4 I -1.7723 1.8021 0.1217
5 I -2.9679 -1.5446 0.0902
6 H -1.0791 -0.0716 1.7717
7 H 2.1410 -1.2290 -0.8069
8 H 1.9003 1.1508 0.2658
9 H 1.4929 0.6228 -1.7125

Calculated values
- Relative energy (zero: lowest compared OMol25 entry of this formula, charge and spin): 231.8 kJ/mol
- Kohn-Sham gap (alpha / beta): 0.257 / 0.219 hartree
- HOMO (alpha / beta): -0.2391 / -0.3480 Ha
- Multiplicity: 3
- <S²>: 2.008

No. 2
Here is a cluster of 9 separate species, C32H55NO24 in total at a distorted geometry from the Open Molecules 2025 dataset. Energies are from ωB97M-V with the def2-TZVPD basis set.

Geometry (Å):
1 C -3.0681 -6.1592 -2.7708
2 C -3.3691 -4.8242 -2.1348
3 C -3.4851 -3.5232 -2.9018
4 O -4.5191 -2.8102 -2.2618
5 C -5.1771 -3.6102 -1.4618
6 O -6.2541 -3.2892 -0.8938
7 O -4.7021 -4.8352 -1.4718
8 H -2.7791 -6.9422 -2.0898
9 H -2.2361 -6.0332 -3.4578
10 H -3.9331 -6.5322 -3.3728
11 H -2.5361 -4.7042 -1.3698
12 H -3.9211 -3.7302 -3.8728
13 H -2.5411 -2.9682 -2.9648
14 C 2.5569 -1.6132 -2.3738
15 C 3.6459 -1.2682 -3.3948
16 C 4.9809 -1.0492 -2.8438
17 O 5.6899 -2.1632 -3.2748
18 C 5.0099 -2.9252 -4.1298
19 O 5.4409 -3.8842 -4.7548
20 O 3.7959 -2.3372 -4.2988
21 H 2.4359 -0.8572 -1.5778
22 H 2.8609 -2.5252 -1.9208
23 H 1.6079 -1.7862 -2.8328
24 H 3.3029 -0.4092 -3.9608
25 H 4.9759 -0.9812 -1.7638
26 H 5.4599 -0.1172 -3.1988
27 C 4.6839 1.4528 -0.3358
28 C 4.4179 2.6908 0.4272
29 C 3.7789 3.8068 -0.4138
30 O 2.4769 3.9428 0.1282
31 C 2.3479 3.1838 1.1762
32 O 1.3589 3.0728 1.9162
33 O 3.4369 2.4758 1.3872
34 H 3.9119 1.2678 -1.0378
35 H 4.7879 0.6418 0.3932
36 H 5.5749 1.5468 -0.9498
37 H 5.3769 3.0188 0.9052
38 H 3.9599 3.7498 -1.4878
39 H 4.2449 4.7148 -0.1858
40 C -1.6571 0.0508 -2.4198
41 C -1.1191 1.4338 -1.8548
42 C -0.3001 1.2498 -0.5458
43 O 1.0379 1.3688 -1.0208
44 C 1.0929 1.7848 -2.2338
45 O 2.1329 2.0348 -2.7578
46 O -0.0911 1.8838 -2.7628
47 H -2.2431 -0.4222 -1.6538
48 H -0.8891 -0.6172 -2.7308
49 H -2.2891 0.1918 -3.2778
50 H -1.9411 2.1558 -1.7288
51 H -0.4661 0.4058 0.1622
52 H -0.3971 2.2278 -0.0198
53 C 0.4889 -2.7592 -0.2328
54 O -0.8791 -3.0652 -0.3198
55 C -1.7601 -2.5692 0.4942
56 O -1.5501 -1.4792 1.3842
57 O -2.9041 -3.1462 0.3862
58 C -3.8591 -2.9012 1.4102
59 H 0.7849 -2.8032 0.7982
60 H 0.8599 -1.7992 -0.6728
61 H 0.9669 -3.6172 -0.7158
62 H -4.1391 -1.9012 1.4562
63 H -3.4951 -3.0172 2.4252
64 H -4.7861 -3.5372 1.3942
65 C 5.5219 -3.3312 0.8002
66 O 4.3569 -2.6312 0.4272
67 C 3.7399 -1.9422 1.4052
68 O 4.2799 -1.8032 2.7292
69 O 2.6759 -1.2402 1.0572
70 C 1.9699 -0.4502 2.0322
71 H 5.7319 -4.0592 -0.0138
72 H 5.4529 -3.7742 1.7832
73 H 6.4519 -2.7612 0.7082
74 H 1.5209 -1.1212 2.6672
75 H 1.1729 0.1638 1.6452
76 H 2.6349 0.2348 2.5752
77 C -0.5211 5.0368 -0.3418
78 O -1.9021 4.8488 -0.2708
79 C -2.6741 5.7158 0.4472
80 O -2.0261 6.6798 1.2032
81 O -4.0231 5.5308 0.4732
82 C -4.9191 6.1688 1.3812
83 H -0.3051 6.1278 -0.3528
84 H -0.1161 4.4528 -1.1448
85 H -0.0781 4.8328 0.5862
86 H -6.0351 6.1028 1.2132
87 H -4.6131 7.1898 1.3852
88 H -4.7061 5.9088 2.4032
89 C 3.1499 0.0528 5.5602
90 O 2.2169 1.0168 5.0072
91 C 0.9859 0.6108 4.8702
92 O 0.4739 -0.5772 5.5142
93 O 0.2329 1.3038 4.0392
94 C -1.0721 0.8488 3.6462
95 H 4.1519 0.4228 5.7872
96 H 3.1589 -0.6862 4.7982
97 H 2.6399 -0.4372 6.4162
98 H -1.7321 1.0358 4.4852
99 H -1.0951 -0.1952 3.3752
100 H -1.3871 1.4308 2.8262
101 C -3.5521 2.2138 0.9032
102 C -3.8171 0.7898 0.6692
103 C -4.6321 0.4188 -0.5228
104 C -5.9891 0.9888 -0.4238
105 N -7.0421 1.4958 -0.2878
106 H -3.0551 2.4028 1.8622
107 H -4.4731 2.7228 0.8562
108 H -2.9341 2.6118 0.1022
109 H -4.1551 0.3758 1.6022
110 H -2.8851 0.2648 0.5512
111 H -4.8001 -0.6592 -0.5418
112 H -4.1771 0.8238 -1.4308

Calculated values
- Relative energy (zero: lowest compared OMol25 entry of this formula, charge and spin): 67.4 kJ/mol
- Kohn-Sham gap: 0.353 hartree
- HOMO: -0.3548 Ha

No. 3
Here is the ion C5H10FN2 with charge +1 at a distorted geometry from the Open Molecules 2025 dataset. Energies are from ωB97M-V with the def2-TZVPD basis set.

Geometry (Å):
1 C -1.4983 -0.8142 -0.9917
2 C -0.1073 -0.3881 -1.1509
3 C 0.4571 -0.4026 1.2805
4 C -2.1512 0.0890 1.0271
5 C 2.0222 0.7057 -0.3257
6 N -2.3487 -0.7678 -0.0356
7 N 0.5945 0.3276 -0.0441
8 F -1.8614 1.3636 0.8140
9 H -1.7928 -1.4824 -1.7138
10 H 0.5110 -1.2510 -1.4993
11 H 0.0197 0.3392 -2.0265
12 H 0.7546 0.2063 2.2357
13 H 0.2539 -1.4086 1.2742
14 H -2.2145 -0.0692 2.1126
15 H 2.4287 -0.1643 -0.8084
16 H 2.0925 1.6245 -1.0566
17 H 2.5520 0.8405 0.6172
18 H 0.2880 1.2516 0.2912

Calculated values
- Relative energy (zero: lowest compared OMol25 entry of this formula, charge and spin): 565.4 kJ/mol
- Kohn-Sham gap (alpha / beta): 0.338 / 0.247 hartree
- HOMO (alpha / beta): -0.4961 / -0.4326 Ha
- Total charge: +1

No. 4
Here is a structure of composition C38H65O16Y at a distorted geometry from the Open Molecules 2025 dataset. Energies are from ωB97M-V with the def2-TZVPD basis set.

Geometry (Å):
1 Y 19.5333 23.6341 12.6528
2 C 17.2282 23.1033 16.4515
3 C 17.7805 22.0293 15.5246
4 O 18.3820 22.5461 14.3290
5 H 16.4047 23.7181 16.0889
6 H 18.0541 23.7721 16.7063
7 H 16.8637 22.7110 17.4022
8 H 16.8565 21.5407 15.2078
9 H 18.4209 21.3478 16.0827
10 C 14.8368 19.8478 20.9719
11 C 16.3430 20.0900 21.1045
12 C 16.7094 20.5176 19.7118
13 O 15.5676 21.2858 19.2703
14 C 14.4818 21.0914 20.1465
15 H 14.3576 19.6747 21.9344
16 H 14.6496 18.9462 20.3853
17 H 16.8700 19.1899 21.4200
18 H 16.5045 20.9120 21.8028
19 H 16.8380 19.6020 19.1332
20 H 17.6075 21.1313 19.7820
21 H 13.5024 21.0794 19.6682
22 H 14.4633 21.9573 20.8131
23 C 13.9917 22.3202 15.4786
24 C 12.6180 22.4218 14.8795
25 C 11.7367 22.1685 16.1247
26 O 12.4214 22.8129 17.1788
27 C 13.7904 23.0208 16.8272
28 H 14.8196 22.7592 14.9213
29 H 14.1691 21.2608 15.6744
30 H 12.5410 21.7541 14.0212
31 H 12.4156 23.4315 14.5172
32 H 11.6712 21.0992 16.3382
33 H 10.7154 22.4777 15.9028
34 H 14.4055 22.7396 17.6826
35 H 13.9582 24.0998 16.7533
36 C 16.1071 26.2729 11.2745
37 C 15.4250 25.9130 12.5383
38 C 16.4074 24.9411 13.2511
39 O 17.7003 25.2061 12.6614
40 C 17.6136 26.1882 11.6236
41 H 15.7790 27.2329 10.8774
42 H 15.7921 25.5366 10.5334
43 H 14.4413 25.5044 12.3094
44 H 15.2498 26.7126 13.2587
45 H 16.1916 23.9127 12.9623
46 H 16.3808 25.1043 14.3265
47 H 18.2090 26.0023 10.7277
48 H 17.9077 27.1555 12.0337
49 O 19.7208 25.2079 14.4620
50 C 20.4329 25.9108 15.1669
51 O 20.4053 25.7009 16.4751
52 C 21.1946 26.6536 17.1518
53 C 21.5973 27.7199 16.0851
54 C 21.4210 27.0017 14.7640
55 H 22.1074 26.1874 17.5234
56 H 20.6694 27.0947 17.9973
57 H 22.6184 28.0788 16.2042
58 H 20.9423 28.5905 16.1214
59 H 22.3322 26.5632 14.3546
60 H 21.0034 27.6600 14.0023
61 O 18.8331 15.1756 14.9458
62 C 18.3756 16.1824 15.4058
63 O 19.0659 17.3608 15.3944
64 C 18.3987 18.3482 16.1555
65 C 17.4532 17.5437 17.0401
66 C 17.1064 16.3073 16.2332
67 H 17.9006 19.0853 15.5233
68 H 19.1089 18.8434 16.8189
69 H 16.6262 18.1351 17.4326
70 H 18.0721 17.2559 17.8916
71 H 16.2916 16.5378 15.5463
72 H 16.9576 15.4740 16.9158
73 O 15.1933 24.3514 21.9665
74 C 16.2533 24.1307 21.3929
75 O 17.3264 23.5551 22.0084
76 C 18.4797 23.5848 21.2042
77 C 18.1266 24.5251 20.0615
78 C 16.5973 24.4703 19.9708
79 H 18.6651 22.5986 20.7798
80 H 19.3259 23.9405 21.7899
81 H 18.4917 24.3095 19.0541
82 H 18.5191 25.5398 20.1525
83 H 16.1762 23.6660 19.3663
84 H 16.1545 25.4385 19.7411
85 O 18.5547 29.5956 15.1268
86 C 17.9470 28.8864 15.9411
87 O 18.1487 29.0287 17.2614
88 C 17.3528 28.1282 17.9841
89 C 16.8986 27.1190 16.9513
90 C 16.8740 27.9125 15.6368
91 H 16.4993 28.6328 18.4383
92 H 17.8616 27.5811 18.7779
93 H 15.9469 26.7099 17.2929
94 H 17.5769 26.2640 16.9535
95 H 15.9524 28.4859 15.5338
96 H 17.1421 27.3015 14.7778
97 O 20.9577 21.4551 21.4169
98 C 21.3603 21.8338 20.3049
99 O 20.5791 21.8934 19.1723
100 C 21.3631 22.2865 18.0366
101 C 22.5079 23.1338 18.6749
102 C 22.7132 22.4288 19.9846
103 H 20.7936 22.9559 17.3922
104 H 21.7672 21.4433 17.4760
105 H 22.0902 24.1270 18.8435
106 H 23.4518 23.1745 18.1329
107 H 23.0114 23.1109 20.7790
108 H 23.4397 21.6307 19.8287
109 O 15.0886 16.6417 13.5198
110 C 15.2295 17.6915 12.9648
111 O 16.4539 18.2165 12.7863
112 C 16.3969 19.5191 12.1935
113 C 14.9305 19.9286 12.2488
114 C 14.1727 18.6133 12.3344
115 H 16.8651 19.5342 11.2079
116 H 16.9958 20.2297 12.7652
117 H 14.6301 20.5130 11.3799
118 H 14.8215 20.4421 13.2047
119 H 13.9676 18.1374 11.3734
120 H 13.1947 18.6770 12.8078

Calculated values
- Kohn-Sham gap: 0.138 hartree
- HOMO: -0.4773 Ha
- Total charge: +2

No. 5
Here is the molecule C6H8 at a distorted geometry from the Open Molecules 2025 dataset. Energies are from ωB97M-V with the def2-TZVPD basis set.

Geometry (Å):
1 C -0.4140 -1.3172 -0.0394
2 C 0.8741 -1.0935 -0.0901
3 C 1.5443 0.2513 0.0455
4 C 0.4799 1.3226 -0.0910
5 C -0.8793 1.1751 -0.0640
6 C -1.5227 -0.2319 0.0440
7 H -0.7366 -2.3398 -0.0736
8 H 1.5202 -1.9919 -0.2476
9 H 1.8689 0.3331 1.1708
10 H 2.4479 0.3171 -0.5694
11 H 0.7849 2.3310 -0.1398
12 H -1.5933 2.0313 -0.1311
13 H -2.2470 -0.4171 -0.7852
14 H -2.1273 -0.3702 0.9709

Calculated values
- Relative energy (zero: lowest compared OMol25 entry of this formula, charge and spin): 47.9 kJ/mol
- Kohn-Sham gap: 0.369 hartree
- HOMO: -0.3276 Ha